# 1
DFT (ωB97M-V/def2-TZVPD) results for a molecular structure, C23H34NO2Sn in a non-equilibrium geometry.

maximum force	4.730	eV/A
lowest unoccupied orbital energy (spin up / spin down)	-3.73 / -3.73	eV
HOMO level (spin up / spin down)	-9.277 / -9.277	eV

```
! RIJCOSX wB97M-V def2-TZVPD def2/J DEFGRID3
* xyz 1 1
C -1.157 -0.123 2.557
C -2.179 -0.061 1.561
C -2.109 1.220 0.933
C -1.071 1.977 1.559
C -0.435 1.134 2.534
Sn 0.653 -0.217 0.514
C 1.004 0.875 -2.700
C 1.877 0.320 -1.581
H 2.310 -0.663 -1.809
C 2.372 1.082 -0.499
H 2.077 2.124 -0.346
H 3.289 0.806 0.029
C 1.847 0.814 -3.986
H 2.138 -0.223 -4.190
H 1.303 1.197 -4.856
H 2.763 1.405 -3.870
C 0.588 2.325 -2.397
H -0.110 2.341 -1.544
H 1.451 2.962 -2.166
H 0.074 2.781 -3.251
C -3.104 -1.175 1.252
H -2.567 -2.136 1.222
H -3.880 -1.254 2.029
H -3.603 -1.025 0.288
C -2.965 1.665 -0.191
H -3.214 0.831 -0.865
H -3.907 2.077 0.207
H -2.474 2.453 -0.783
C -0.687 3.385 1.295
H -1.154 3.768 0.376
H -1.031 4.020 2.129
H 0.408 3.510 1.217
C 0.679 1.503 3.444
H 1.299 2.303 3.014
H 0.266 1.862 4.403
H 1.330 0.643 3.660
C -0.905 -1.246 3.490
H 0.122 -1.226 3.882
H -1.591 -1.159 4.350
H -1.088 -2.224 3.019
C -0.487 -1.229 -2.340
C -0.291 0.036 -2.894
C -1.762 -1.812 -2.327
C -1.321 0.599 -3.654
H 0.356 -1.762 -1.895
C -2.821 -1.176 -2.978
H -1.908 -2.771 -1.823
C -2.585 0.012 -3.687
H -1.167 1.538 -4.193
H -3.832 -1.588 -2.915
H -3.377 0.472 -4.286
N 4.005 -2.961 2.468
C 2.873 -3.741 1.862
C 1.968 -2.720 1.194
O 1.033 -3.016 0.422
O 2.269 -1.504 1.569
H 4.775 -2.869 1.787
H 4.398 -3.426 3.289
H 3.648 -2.008 2.686
H 3.282 -4.456 1.142
H 2.323 -4.269 2.648
*
```



# 2
DFT (ωB97M-V/def2-TZVPD) results for 7 unconnected molecules or ions with the total composition C35H56Br15F9NO4PS in a non-equilibrium geometry.

maximum force	3.827	eV/A
lowest unoccupied orbital energy	-0.44	eV
HOMO level	-7.461	eV

```
! RIJCOSX wB97M-V def2-TZVPD def2/J DEFGRID3
* xyz 0 1
C -5.609 -1.527 3.490
C -4.408 -0.503 3.244
C -3.262 -1.363 2.575
O -2.050 -0.620 2.394
C -1.132 -1.406 1.660
N -1.509 -1.808 0.248
C -0.366 -2.241 -0.521
O -0.302 -2.696 -1.629
C 0.835 -1.978 0.485
C 1.060 -3.444 1.133
O 1.843 -4.193 0.160
C 1.517 -5.589 0.433
P 2.397 -1.807 -0.587
O 3.641 -1.252 0.470
Br 2.072 -0.229 -2.255
C 0.363 -0.862 1.483
C 0.104 0.617 0.967
C 1.404 1.466 0.647
C 1.532 2.839 1.461
F 1.079 2.671 2.752
F 0.756 3.724 0.714
C 3.064 3.208 1.486
F 3.495 3.201 0.169
F 3.808 2.212 2.091
S 3.585 4.823 2.280
F 3.667 5.544 0.827
F 2.084 5.338 2.586
F 3.565 4.099 3.766
F 5.165 4.316 2.172
F 4.142 6.201 2.933
C 1.169 -0.815 2.848
C 0.379 -1.377 4.099
C 0.438 -2.791 4.500
C -0.275 -3.319 5.680
C -1.100 -2.470 6.545
C -1.181 -1.048 6.172
C -0.485 -0.502 5.005
C -0.686 1.072 4.787
H -5.928 -1.941 2.493
H -5.216 -2.407 4.075
H -6.469 -1.037 4.007
H -4.077 -0.002 4.186
H -4.795 0.224 2.477
H -3.073 -2.234 3.266
H -3.696 -1.783 1.630
H -1.206 -2.414 2.182
H -2.048 -2.662 0.425
H 0.099 -3.987 1.313
H 1.721 -3.340 2.029
H 0.496 -5.750 -0.019
H 2.296 -6.277 0.030
H 1.425 -5.755 1.548
H 4.395 -1.139 -0.146
H -0.569 1.219 1.624
H -0.458 0.500 -0.008
H 2.311 0.820 0.727
H 1.344 1.790 -0.430
H 2.126 -1.388 2.728
H 1.466 0.239 3.095
H 1.053 -3.551 3.956
H -0.170 -4.403 5.936
H -1.631 -2.896 7.427
H -1.787 -0.400 6.851
H 0.267 1.596 5.142
H -1.482 1.452 5.490
H -0.898 1.319 3.722
Br -1.620 3.328 -1.570
C -2.802 2.096 -2.510
C -4.060 1.834 -1.722
Br -3.718 0.603 -0.254
H -2.226 1.196 -2.712
H -3.036 2.591 -3.453
H -4.806 1.339 -2.344
H -4.493 2.734 -1.291
Br -4.899 2.250 -7.086
C -2.999 2.674 -7.137
C -2.172 1.438 -7.380
Br -2.026 0.354 -5.768
H -2.761 3.176 -6.202
H -2.886 3.379 -7.961
H -1.147 1.708 -7.635
H -2.578 0.794 -8.158
Br 8.595 2.146 0.546
C 8.495 3.507 1.937
C 9.379 4.684 1.617
Br 11.252 4.280 1.964
H 8.751 3.021 2.876
H 7.449 3.809 1.963
H 9.145 5.527 2.268
H 9.310 5.003 0.579
Br 3.996 -5.073 -5.630
C 5.186 -4.417 -4.234
C 4.455 -4.245 -2.927
Br 3.357 -2.629 -2.930
H 5.629 -3.495 -4.603
H 5.962 -5.178 -4.144
H 5.162 -4.105 -2.109
H 3.794 -5.077 -2.692
Br -6.522 -1.637 -5.814
C -5.599 -3.067 -6.759
C -4.452 -2.530 -7.575
Br -5.080 -1.675 -9.210
H -6.346 -3.588 -7.354
H -5.233 -3.735 -5.979
H -3.806 -3.341 -7.910
H -3.855 -1.793 -7.042
Br 3.350 1.098 5.749
C 5.237 1.576 5.735
C 6.107 0.370 5.494
Br 6.263 -0.725 7.098
H 5.445 2.075 6.679
H 5.342 2.293 4.919
H 7.127 0.674 5.258
H 5.733 -0.277 4.703
Br -8.994 1.770 -8.569
C -9.409 2.996 -7.113
C -8.522 2.751 -5.919
Br -9.091 1.173 -4.927
H -10.468 2.879 -6.892
H -9.235 3.991 -7.522
H -8.599 3.574 -5.209
H -7.477 2.601 -6.183
*
```



# 3
DFT (ωB97M-V/def2-TZVPD) results for a molecular structure, C7H8 in a non-equilibrium geometry.

maximum force	5.841	eV/A
lowest unoccupied orbital energy	0.02	eV
HOMO level	-8.205	eV

```
! RIJCOSX wB97M-V def2-TZVPD def2/J DEFGRID3
* xyz 0 1
C 2.316 0.394 -0.078
C 1.377 -0.285 0.466
C -0.559 1.855 -0.130
C 0.365 1.133 -0.761
C -1.032 0.638 0.498
C -0.004 -0.239 -0.186
C -0.650 -1.548 -0.650
H 3.336 0.809 -0.058
H 1.351 -1.243 1.127
H -0.857 2.859 0.143
H -0.918 0.670 1.649
H -2.149 0.545 0.389
H -1.541 -1.316 -1.271
H -0.929 -2.091 0.190
H -0.106 -2.182 -1.330
*
```



# 4
DFT (ωB97M-V/def2-TZVPD) results for a molecular structure, C20H16IrN5O5S2.

maximum force	0.160	eV/A
lowest unoccupied orbital energy	-0.96	eV
HOMO level	-8.136	eV

```
! RIJCOSX wB97M-V def2-TZVPD def2/J DEFGRID3
* xyz 0 1
Ir 1.496 1.222 0.802
N 1.544 2.047 6.085
C 0.816 2.056 4.932
C 1.419 1.706 3.712
N 0.712 1.721 2.597
C -0.579 2.098 2.641
C -1.134 2.447 3.850
N -0.456 2.427 4.994
H 2.376 1.484 6.120
H 1.009 2.103 6.936
H 2.443 1.370 3.647
H -1.124 2.107 1.710
H -2.172 2.751 3.901
S 4.313 -1.951 2.742
C 3.510 -0.712 2.125
N 2.959 0.231 1.686
O 0.206 -0.741 -1.400
C 0.053 -1.126 -0.269
N 0.415 -0.432 0.887
C 0.153 -1.200 2.029
O 0.372 -0.900 3.176
C -0.487 -2.462 1.550
C -0.955 -3.544 2.264
C -1.503 -4.594 1.533
C -1.572 -4.546 0.143
C -1.094 -3.447 -0.565
C -0.553 -2.416 0.173
H -0.888 -3.571 3.344
H -1.879 -5.467 2.051
H -2.001 -5.382 -0.394
H -1.135 -3.400 -1.645
C -1.828 -0.044 -6.256
C -1.087 0.557 -5.094
C -1.766 1.029 -3.977
C -1.083 1.565 -2.897
C 0.296 1.634 -2.950
C 1.004 1.181 -4.055
C 0.305 0.641 -5.117
S 1.200 2.354 -1.637
O 0.285 2.438 -0.432
O 1.725 3.601 -2.083
O 2.254 1.382 -1.155
H -2.905 0.047 -6.129
H -1.587 -1.103 -6.360
H -1.552 0.446 -7.191
H -2.847 0.970 -3.946
H -1.610 1.910 -2.019
H 2.084 1.239 -4.075
H 0.848 0.275 -5.980
*
```



# 5
DFT (ωB97M-V/def2-TZVPD) results for 5 unconnected molecules or ions with the total composition C31H38F33N2O7S in a non-equilibrium geometry.

maximum force	2.441	eV/A
lowest unoccupied orbital energy (spin up / spin down)	0.30 / -0.19	eV
HOMO level (spin up / spin down)	-8.925 / -10.111	eV

```
! RIJCOSX wB97M-V def2-TZVPD def2/J DEFGRID3
* xyz 0 2
C 1.718 1.664 0.981
C 1.652 1.565 -0.558
N 1.868 0.132 -0.915
C 2.862 -0.139 -1.894
S 2.419 0.506 -3.551
O 1.243 -0.143 -3.992
O 2.281 1.910 -3.545
F 3.584 0.178 -4.534
C 4.257 0.396 -1.564
C 4.923 -0.259 -0.349
C 5.068 0.833 0.740
C 6.342 -0.665 -0.708
N 4.123 -1.332 0.239
O 4.703 -1.898 1.210
C 3.550 -2.296 -0.711
C 2.377 -2.953 0.022
C 4.474 -3.431 -1.115
C 2.989 -1.651 -1.990
H 2.269 2.518 1.321
H 2.176 0.762 1.334
H 0.711 1.640 1.351
H 2.316 2.248 -1.042
H 0.648 1.818 -0.837
H 1.006 -0.167 -1.354
H 4.852 0.136 -2.422
H 4.268 1.464 -1.521
H 4.439 1.673 0.528
H 6.065 1.219 0.733
H 4.786 0.472 1.708
H 6.408 -1.550 -1.311
H 6.817 0.127 -1.255
H 6.899 -0.759 0.200
H 1.743 -3.497 -0.648
H 1.798 -2.158 0.455
H 2.745 -3.545 0.838
H 4.979 -3.873 -0.283
H 5.149 -3.177 -1.908
H 3.843 -4.201 -1.522
H 2.031 -2.078 -2.198
H 3.625 -1.917 -2.815
C 8.043 -3.812 5.894
C 6.763 -4.337 6.562
C 6.447 -5.824 6.398
F 6.269 -6.153 5.102
F 5.296 -6.101 7.058
F 5.713 -3.590 6.167
F 6.921 -4.132 7.901
O 7.907 -3.177 4.642
C 7.878 -3.919 3.494
C 6.531 -3.796 2.787
F 5.529 -4.203 3.592
F 6.528 -4.587 1.686
F 8.213 -5.202 3.732
F 8.818 -3.410 2.669
H 8.402 -3.022 6.549
H 8.830 -4.566 5.879
H 7.246 -6.439 6.821
H 6.344 -2.763 2.490
C -4.097 2.745 -0.495
C -2.855 1.878 -0.757
C -3.101 0.446 -1.228
F -3.789 -0.266 -0.314
F -1.899 -0.165 -1.408
F -2.066 1.890 0.339
F -2.156 2.499 -1.745
O -4.537 2.861 0.843
C -5.362 1.917 1.384
C -4.687 1.173 2.535
F -3.559 0.570 2.114
F -5.529 0.222 2.998
F -5.830 1.082 0.441
F -6.428 2.571 1.898
H -3.797 3.757 -0.759
H -4.915 2.495 -1.169
H -3.643 0.435 -2.178
H -4.439 1.866 3.342
C 0.575 1.103 -7.858
C -0.691 1.801 -7.338
C -1.763 0.916 -6.706
F -2.253 0.017 -7.587
F -2.796 1.698 -6.298
F -1.225 2.558 -8.323
F -0.283 2.655 -6.361
O 0.649 0.823 -9.243
C 0.084 -0.312 -9.749
C -1.056 0.016 -10.712
F -2.012 0.735 -10.093
F -1.612 -1.138 -11.149
F -0.304 -1.150 -8.773
F 1.041 -0.947 -10.462
H 1.383 1.813 -7.696
H 0.828 0.232 -7.254
H -1.361 0.388 -5.836
H -0.680 0.585 -11.565
C -9.274 2.547 4.226
C -10.750 2.350 3.844
C -11.531 3.585 3.395
F -11.592 4.516 4.370
F -12.799 3.215 3.095
F -11.395 1.733 4.857
F -10.758 1.491 2.786
O -8.970 2.673 5.599
C -9.063 3.887 6.219
C -10.143 3.881 7.300
F -11.343 3.571 6.772
F -10.228 5.115 7.846
F -9.242 4.881 5.331
F -7.881 4.110 6.832
H -8.776 1.626 3.933
H -8.804 3.333 3.636
H -11.077 4.026 2.503
H -9.897 3.153 8.076
*
```



# 6
DFT (ωB97M-V/def2-TZVPD) results for a molecular structure, C9H24N3P in a non-equilibrium geometry.

maximum force	4.561	eV/A
lowest unoccupied orbital energy (spin up / spin down)	0.33 / 0.33	eV
HOMO level (spin up / spin down)	-7.416 / -7.413	eV

```
! RIJCOSX wB97M-V def2-TZVPD def2/J DEFGRID3
* xyz 0 1
C -2.474 -0.455 1.659
C -3.629 1.256 0.288
C -2.563 -0.768 -0.935
C 2.636 0.968 1.530
C 1.337 2.650 0.463
C 2.476 -2.016 -0.841
C 1.109 -2.220 1.029
C 0.949 0.380 -2.155
C -2.387 0.282 0.263
N -1.239 1.167 0.143
N 1.892 1.310 0.386
N 1.691 -1.273 0.077
P 0.782 0.136 -0.293
H -3.351 -0.431 2.236
H -2.385 -1.695 1.498
H -1.604 -0.092 2.252
H -3.715 1.698 1.198
H -4.613 0.607 0.258
H -3.512 1.927 -0.529
H -3.606 -1.074 -1.005
H -2.213 -0.253 -1.839
H -1.841 -1.560 -0.567
H 3.620 1.543 1.472
H 2.155 1.277 2.484
H 2.929 -0.097 1.436
H 0.174 2.634 0.417
H 1.643 3.047 1.404
H 1.935 3.219 -0.367
H 3.167 -1.418 -1.465
H 3.217 -2.545 -0.233
H 1.841 -2.720 -1.450
H 1.816 -2.788 1.601
H 0.366 -1.625 1.688
H 0.436 -2.923 0.391
H -0.022 0.625 -2.545
H 1.433 1.339 -2.240
H 1.480 -0.519 -2.509
*
```